1.
# C4H4ClNO

One molecule with the formula C4H4ClNO in a non-equilibrium geometry (ωB97M-V with the def2-TZVPD basis set, the OMol25 dataset).

Element x y z (Å)
C1 0.05048 -1.62556 1.07506
O1 -0.66796 -0.33284 1.18211
C2 -0.47553 0.75034 0.31766
C3 0.26752 0.75448 -0.87952
Cl1 1.23228 -0.31030 -1.72166
C4 0.01506 1.88508 -1.74407
N1 -0.22734 2.83529 -2.37480
H1 -0.29387 -2.16940 1.96415
H2 -0.10257 -2.13530 0.12524
H3 1.01671 -1.35537 1.27906
H4 -0.81479 1.70358 0.77677

The HOMO energy is -9.2054 eV. For the energy above the lowest of the compared OMol25 structures with the same formula, charge and spin, the calculation gives 209.3 kJ/mol. The value obtained for the total energy is -20270.348 eV. As for the SMILES: CO/C=C(\Cl)C#N. The max |F| is 4.25 eV Å⁻¹. As for the net charge: 0. The calculation puts the HOMO-LUMO gap at 9.5 eV.

Results of the Löwdin charge analysis, in e, for atoms 1 through 8: atom 1 (C): -0.03, atom 2 (O): -0.15, atom 3 (C): -0.07, atom 4 (C): -0.72, atom 5 (Cl): 0.76, atom 6 (C): -0.32, atom 7 (N): 0.15, atom 8 (H): 0.10

***

2.
# C9H21N3

One molecule with the formula C9H21N3 in a non-equilibrium geometry (ωB97M-V with the def2-TZVPD basis set, the OMol25 dataset).

Element x y z (Å)
C1 1.26760 -2.15379 -1.96543
C2 0.87741 -1.74332 -0.52090
C3 1.44531 -0.37097 -0.20764
C4 1.45000 -2.78911 0.44910
C5 -0.68667 -1.64671 -0.50342
C6 -1.48784 -0.75911 0.57752
C7 -1.17886 -1.27922 1.98473
C8 -3.00003 -1.01682 0.29867
N1 -1.22222 0.68914 0.39403
C9 -1.45648 1.65280 1.21718
N2 -1.96796 1.56081 2.47269
N3 -1.11764 2.85566 0.70332
H1 0.91995 -1.36682 -2.65798
H2 2.33818 -2.21753 -2.08900
H3 0.80835 -3.12749 -2.18662
H4 1.10894 0.40839 -0.85663
H5 1.22397 -0.08295 0.83005
H6 2.52348 -0.43174 -0.32350
H7 0.84926 -3.72834 0.39791
H8 1.39144 -2.42327 1.46498
H9 2.49615 -3.00133 0.19035
H10 -1.03726 -2.68499 -0.42773
H11 -0.99144 -1.27508 -1.49054
H12 -1.13295 -2.36470 2.01264
H13 -1.94107 -0.93701 2.70983
H14 -0.24565 -0.84255 2.36269
H15 -3.67784 -0.42086 0.91136
H16 -3.18394 -0.76875 -0.73895
H17 -3.27085 -2.06057 0.42152
H18 -2.68197 2.25891 2.66972
H19 -2.27808 0.64763 2.76754
H20 -0.48082 2.73266 -0.10393
H21 -0.81573 3.51495 1.41111

The HOMO energy is -8.2456 eV. For the energy above the lowest of the compared OMol25 structures with the same formula, charge and spin, the calculation gives 0.0 kJ/mol. The value obtained for the total energy is -14144.084 eV. As for the SMILES: CC(C)(C)CC(C)(C)N=C(N)N. The max |F| is 4.17 eV Å⁻¹. As for the net charge: 0. The calculation puts the HOMO-LUMO gap at 9.0 eV.

Results of the Löwdin charge analysis, in e, for atoms 1 through 8: atom 1 (C): -0.07, atom 2 (C): -0.60, atom 3 (C): -0.08, atom 4 (C): -0.06, atom 5 (C): -0.10, atom 6 (C): -0.51, atom 7 (C): -0.06, atom 8 (C): -0.05

***

3.
# C2H9NO2

A 3-piece molecular cluster, C2H9NO2 overall in a non-equilibrium geometry (ωB97M-V with the def2-TZVPD basis set, the OMol25 dataset).

Element x y z (Å)
C1 0.81057 -1.36433 -0.19119
C2 -0.15005 -1.00733 1.97660
N1 0.72276 -0.73134 1.12636
H1 1.80931 -1.29413 -0.60645
H2 0.11044 -0.85497 -0.86559
H3 0.54460 -2.41844 -0.13859
H4 -0.74232 -0.29674 2.53586
H5 -0.53651 -2.03053 1.98173
H6 -0.94511 1.58224 -2.01694
H7 -2.41249 1.71391 -1.91162
O1 -1.67965 1.26609 -1.46770
H8 1.32708 1.26995 -0.36469
H9 0.28300 2.05246 0.35759
O2 0.85837 2.11317 -0.41536

The HOMO energy (alpha / beta) is -14.6734 / -14.6698 eV. For the energy above the lowest of the compared OMol25 structures with the same formula, charge and spin, the calculation gives 230.6 kJ/mol. The value obtained for the total energy is -7794.334 eV. The max |F| is 2.04 eV Å⁻¹. As for the net charge: +1. The calculation puts the HOMO-LUMO gap (alpha / beta) at 8.5 / 5.6 eV. Its multiplicity is 2.

Results of the Löwdin charge analysis, in e, for atoms 1 through 8: atom 1 (C): 0.00, atom 2 (C): 0.17, atom 3 (N): 0.17, atom 4 (H): 0.11, atom 5 (H): 0.11, atom 6 (H): 0.13, atom 7 (H): 0.14, atom 8 (H): 0.15

***

4.
# C8H11N2O3

An isolated ion of composition C8H11N2O3 and charge +1 in a non-equilibrium geometry (ωB97M-V with the def2-TZVPD basis set, the OMol25 dataset).

Element x y z (Å)
C1 -0.39513 -4.31047 0.51352
O1 -0.60224 -3.02649 -0.01287
C2 0.23364 -2.07131 0.08845
O2 1.31816 -1.96790 0.62359
C3 -0.28195 -0.83245 -0.69906
C4 -0.85869 -0.92343 -1.99448
N1 -1.48765 -1.02031 -2.95514
C5 0.07905 0.36009 -0.18747
C6 0.66018 0.84323 1.16253
C7 0.45822 2.32331 1.20599
C8 0.31605 2.72462 -0.33822
O3 -0.76288 3.59100 -0.50893
N2 -0.10628 1.56885 -1.06212
H1 0.67149 -4.73253 0.37113
H2 -1.16851 -4.91187 -0.08194
H3 -0.59329 -4.31432 1.55315
H4 0.32311 0.35365 2.08362
H5 1.70203 0.56711 1.10891
H6 -0.42843 2.53254 1.70028
H7 1.16503 2.86885 1.60501
H8 1.23907 3.11453 -0.93614
H9 -0.62274 4.49139 -0.15536
H10 0.30689 1.25152 -1.93031
H11 -1.16514 1.52037 -1.15413

The HOMO energy is -14.3213 eV. For the energy above the lowest of the compared OMol25 structures with the same formula, charge and spin, the calculation gives 214.2 kJ/mol. The value obtained for the total energy is -17587.800 eV. As for the SMILES: COC(=O)/C(C#N)=C1\CC[C@H](O)[NH2+]1. The max |F| is 5.75 eV Å⁻¹. As for the net charge: +1. The calculation puts the HOMO-LUMO gap at 10.0 eV.

Results of the Löwdin charge analysis, in e, for atoms 1 through 8: atom 1 (C): -0.01, atom 2 (O): 0.01, atom 3 (C): -0.47, atom 4 (O): 0.15, atom 5 (C): -0.04, atom 6 (C): -0.16, atom 7 (N): 0.23, atom 8 (C): -0.06

***

5.
# C25H21NO3

A 2-piece molecular cluster, C25H21NO3 overall in a non-equilibrium geometry (ωB97M-V with the def2-TZVPD basis set, the OMol25 dataset).

Element x y z (Å)
C1 6.11670 2.86594 -0.94902
O1 6.03088 1.56989 -1.59527
C2 4.87997 0.86598 -1.39767
C3 4.74305 -0.36557 -2.06872
C4 3.61453 -1.12019 -1.88185
C5 2.53312 -0.70403 -1.04890
C6 1.43122 -1.61258 -0.90147
C7 0.05558 -1.32843 -0.64406
C8 -0.93280 -2.36528 -0.67878
C9 -2.25820 -2.10349 -0.42210
C10 -2.69054 -0.77595 -0.23160
O2 -4.03372 -0.56069 0.08160
C11 -4.79441 0.31584 -0.73424
C12 -5.71146 -0.29121 -1.59662
C13 -6.35373 0.50545 -2.54811
C14 -6.09769 1.87741 -2.60792
C15 -5.21414 2.46991 -1.70745
C16 -4.57108 1.69583 -0.72825
C17 -1.77295 0.27619 -0.31849
C18 -0.42298 -0.00421 -0.47929
C19 2.69401 0.54621 -0.38479
C20 3.86079 1.28287 -0.51215
H1 7.11953 3.22843 -1.16259
H2 5.35493 3.53333 -1.37450
H3 5.96495 2.75267 0.13446
H4 5.56536 -0.66259 -2.71801
H5 3.53689 -2.06054 -2.42841
H6 1.65788 -2.66522 -1.11691
H7 -0.62747 -3.37787 -0.94894
H8 -3.01760 -2.88434 -0.43142
H9 -5.87638 -1.37307 -1.53013
H10 -7.06148 0.03627 -3.22671
H11 -6.58769 2.49139 -3.36305
H12 -5.01134 3.54022 -1.73863
H13 -3.89230 2.14903 0.00541
H14 -2.13330 1.30158 -0.29851
H15 0.26885 0.81916 -0.58367
H16 1.92163 0.91299 0.27597
H17 3.98844 2.19723 0.07052
N1 0.86524 -1.16896 2.37531
C21 1.66221 -2.01670 3.16437
O3 2.49318 -2.76624 2.60350
C22 1.47890 -1.97879 4.60683
C23 0.55873 -1.15142 5.18609
C24 -0.23291 -0.32404 4.36871
C25 -0.02931 -0.39292 2.96866
H18 2.12097 -2.64885 5.17084
H19 0.43425 -1.12700 6.27502
H20 -0.98186 0.35388 4.74995
H21 -0.64646 0.24249 2.32102

The HOMO energy is -5.6174 eV. For the energy above the lowest of the compared OMol25 structures with the same formula, charge and spin, the calculation gives 178.5 kJ/mol. The value obtained for the total energy is -33894.282 eV. The max |F| is 1.60 eV Å⁻¹. As for the net charge: 0. The calculation puts the HOMO-LUMO gap at 3.1 eV.

Results of the Löwdin charge analysis, in e, for atoms 1 through 8: atom 1 (C): -0.04, atom 2 (O): -0.06, atom 3 (C): -0.24, atom 4 (C): 0.01, atom 5 (C): 0.00, atom 6 (C): -0.18, atom 7 (C): 0.14, atom 8 (C): -0.19

***

6.
# C4H9NO

A 2-piece molecular cluster, C4H9NO overall in a non-equilibrium geometry (ωB97M-V with the def2-TZVPD basis set, the OMol25 dataset).

Element x y z (Å)
N1 -1.60077 -0.34626 -0.99451
C1 -0.47289 -0.55938 -0.18177
C2 0.78474 -0.62578 -0.74770
C3 -0.16373 -0.52241 2.28037
C4 -0.81234 -0.98709 1.14973
H1 -1.45423 -0.17131 -1.98276
H2 -2.43698 0.08088 -0.61907
H3 1.47811 -1.17749 -0.14522
H4 0.96838 -0.18879 -1.72318
H5 -0.25229 -0.80377 3.32269
H6 0.76298 0.02659 2.14033
H7 -1.68838 -1.62862 1.14739
H8 2.26771 2.99162 -1.02190
H9 2.06946 1.48858 -0.57159
O1 1.68534 2.22120 -1.07462

The HOMO energy (alpha / beta) is 0.6973 / -2.7450 eV. For the energy above the lowest of the compared OMol25 structures with the same formula, charge and spin, the calculation gives 88.1 kJ/mol. The value obtained for the total energy is -7829.032 eV. The max |F| is 1.27 eV Å⁻¹. As for the net charge: -1. The calculation puts the HOMO-LUMO gap (alpha / beta) at 3.3 / 6.5 eV. Its multiplicity is 2.

Results of the Löwdin charge analysis, in e, for atoms 1 through 8: atom 1 (N): 0.03, atom 2 (C): -0.52, atom 3 (C): -0.09, atom 4 (C): -0.14, atom 5 (C): -0.28, atom 6 (H): 0.05, atom 7 (H): 0.05, atom 8 (H): 0.01

***

7.
# C2HI3

A 2-piece molecular cluster, C2HI3 overall in a non-equilibrium geometry (ωB97M-V with the def2-TZVPD basis set, the OMol25 dataset).

Element x y z (Å)
I1 0.58878 2.72808 -0.04988
C1 -0.68569 1.10430 -0.07109
C2 -1.14798 -0.02961 0.04733
I2 -2.22480 -1.68744 -0.00407
I3 1.71898 -1.87412 0.04744
H1 1.75071 -0.24121 0.03027

The HOMO energy is -9.2734 eV. For the energy above the lowest of the compared OMol25 structures with the same formula, charge and spin, the calculation gives 137.5 kJ/mol. The value obtained for the total energy is -26389.265 eV. As for the SMILES: IC#CI.I. The max |F| is 2.64 eV Å⁻¹. As for the net charge: 0. The calculation puts the HOMO-LUMO gap at 9.1 eV.

Charge distribution, Löwdin scheme, values in e: atom 1 (I): 0.82, atom 2 (C): -0.80, atom 3 (C): -0.97, atom 4 (I): 0.87, atom 5 (I): 0.43, atom 6 (H): -0.34

***

8.
# C4H11NS

A 2-piece molecular cluster, C4H11NS overall (ωB97M-V with the def2-TZVPD basis set, the OMol25 dataset).

Element x y z (Å)
C1 -0.73658 -0.99943 1.23737
C2 0.14936 0.04494 0.55249
C3 0.07380 -0.10190 -0.97091
C4 0.59471 1.13958 -1.67760
S1 -3.61752 -0.24057 -0.00034
N1 1.54575 0.03805 1.00497
H1 -1.78790 -0.66444 1.19658
H2 -0.44324 -1.10120 2.28638
H3 -0.75633 -1.94606 0.69355
H4 -0.29199 1.02839 0.75349
H5 0.55225 -1.02915 -1.30706
H6 -1.00589 -0.21018 -1.15461
H7 1.53179 1.48291 -1.24176
H8 0.73253 1.03483 -2.75028
H9 -0.12510 1.94348 -1.50447
H10 1.92470 -0.89816 0.97745
H11 1.65967 0.47889 1.90477

The HOMO energy (alpha / beta) is -2.9464 / -2.5145 eV. For the energy above the lowest of the compared OMol25 structures with the same formula, charge and spin, the calculation gives 0.0 kJ/mol. The value obtained for the total energy is -16651.482 eV. The max |F| is 0.75 eV Å⁻¹. As for the net charge: -1. The calculation puts the HOMO-LUMO gap (alpha / beta) at 6.9 / 6.4 eV. Its multiplicity is 2.

Results of the Löwdin charge analysis, in e, for atoms 1 through 8: atom 1 (C): -0.14, atom 2 (C): -0.48, atom 3 (C): -0.26, atom 4 (C): -0.13, atom 5 (S): -0.58, atom 6 (N): 0.02, atom 7 (H): -0.12, atom 8 (H): 0.06